(1)
DFT (ωB97M-V with the def2-TZVPD basis set) results for a structure of composition C14H17Cl2F9O3Ti at a distorted geometry.

The value obtained for the relative energy (zero: lowest compared OMol25 entry of this formula, charge and spin) is 0.0 kcal per mole. The charge is -2. As for the spin multiplicity: 1. The gap between HOMO and LUMO is 0.2094 Ha.

Structure (XYZ):
```
46
Properties=species:S:1:pos:R:3:mulliken_charge:R:1
Ti -0.036 -0.084 0.159 0.34
Cl 2.160 -0.719 0.484 -0.43
Cl 4.911 1.472 0.703 -0.98
F 1.314 -1.980 3.344 -0.23
F -1.317 -1.996 3.485 -0.24
F -1.349 -0.657 5.180 -0.27
F -2.382 -0.161 3.351 -0.25
F 0.089 1.585 5.106 -0.27
F 1.306 -0.804 5.151 -0.30
F -1.064 2.134 3.357 -0.27
F 2.373 -0.137 3.410 -0.18
F 1.061 2.123 3.255 -0.23
O -1.747 0.678 0.512 -0.59
O 0.107 0.143 2.026 0.01
O -0.580 -1.752 0.689 -0.51
C 1.149 -0.016 -2.258 0.70
C -0.004 -0.014 3.266 0.63
C -2.271 -1.543 -1.991 -1.85
C -1.298 -0.726 3.851 0.64
C 0.304 -1.162 -2.079 0.77
C 2.612 -0.007 -2.485 -1.43
C 0.324 1.148 -2.317 0.43
C -2.207 1.629 -2.329 -1.90
C -1.065 -0.697 -2.035 0.80
C -1.045 0.733 -2.184 0.98
C 0.739 -2.573 -2.072 -1.76
C 0.784 2.531 -2.586 -1.68
C 0.033 1.497 3.779 0.52
C 1.299 -0.760 3.802 0.35
H 0.850 -2.949 -3.105 0.27
H -2.376 1.870 -3.394 0.30
H 3.065 -0.952 -2.145 0.27
H -3.095 -1.030 -1.456 0.37
H -3.120 1.158 -1.926 0.36
H -2.049 2.584 -1.788 0.31
H -2.070 -2.500 -1.478 0.33
H -2.622 -1.772 -3.016 0.24
H 0.013 -3.214 -1.544 0.30
H 0.896 2.708 -3.669 0.30
H 1.714 -2.681 -1.559 0.31
H -1.457 -1.507 1.160 0.28
H -1.703 1.476 1.106 0.16
H 2.830 0.133 -3.553 0.34
H 0.062 3.270 -2.192 0.35
H 1.762 2.716 -2.103 0.39
H 3.102 0.805 -1.911 0.32
```

(2)
DFT (ωB97M-V with the def2-TZVPD basis set) results for an isolated molecule of C14H17Cl3N2O4S at a distorted geometry.

The value obtained for the relative energy (zero: lowest compared OMol25 entry of this formula, charge and spin) is 36.5 kcal per mole. As for the spin multiplicity: 1. As for the SMILES: CS(=O)(=O)N(CC(=O)NC[C@H]1CCCO1)c1cc(Cl)c(Cl)cc1Cl. The gap between HOMO and LUMO is 0.3413 Ha.

Structure (XYZ):
```
41
Properties=species:S:1:pos:R:3:mulliken_charge:R:1
Cl -0.709 2.665 0.096 -0.19
Cl -5.609 0.755 -0.830 -0.20
Cl -4.597 -2.141 -0.159 -0.20
S 0.560 0.654 2.191 1.40
O 1.175 -0.362 2.996 -0.75
O -0.548 1.368 2.743 -0.61
O 4.766 -1.067 -0.295 -0.47
O 1.928 0.316 -1.091 -0.69
N 0.012 -0.128 0.788 0.42
N 2.339 -1.887 -1.393 -0.10
C 1.861 1.783 1.645 -1.05
C -2.211 -1.002 0.309 -0.30
C 5.970 0.214 -1.910 -0.71
C 4.797 -1.826 -1.481 0.36
C -3.096 1.550 -0.287 -0.71
C -3.977 0.484 -0.367 0.30
C 5.982 -1.274 -2.280 -0.76
C 1.752 -0.841 -0.772 0.87
C -3.525 -0.799 -0.072 -0.19
C -1.776 1.336 0.071 0.76
C 3.471 -1.686 -2.266 -1.16
C 5.147 0.265 -0.607 -0.13
C -1.306 0.055 0.383 -0.38
C 0.797 -1.253 0.353 -1.52
H 4.252 0.886 -0.729 0.05
H 3.381 -0.675 -2.666 0.40
H 2.756 1.513 2.190 0.42
H 2.255 -2.799 -0.970 0.27
H 5.489 0.807 -2.686 0.29
H -3.434 2.548 -0.518 0.45
H 4.929 -2.870 -1.179 0.40
H 1.996 1.638 0.579 0.30
H 5.722 0.637 0.244 0.40
H 3.441 -2.411 -3.082 0.34
H 6.977 0.598 -1.762 0.34
H 5.873 -1.446 -3.348 0.33
H 6.903 -1.747 -1.939 0.33
H 1.552 2.795 1.867 0.39
H 1.392 -1.583 1.212 0.36
H -1.897 -2.000 0.570 0.56
H 0.167 -2.078 0.016 0.40
```

(3)
DFT (ωB97M-V with the def2-TZVPD basis set) results for an isolated molecule of C14H17ClN2O3.

The value obtained for the relative energy (zero: lowest compared OMol25 entry of this formula, charge and spin) is 3.3 kcal per mole. As for the spin multiplicity: 1. As for the SMILES: O=C(Nc1ccccc1O)C1CCN(C(=O)CCl)CC1. The gap between HOMO and LUMO is 0.3268 Ha.

Structure (XYZ):
```
37
Properties=species:S:1:pos:R:3:mulliken_charge:R:1
Cl -2.056 -4.928 1.672 -0.20
O 1.620 0.666 -2.509 -0.69
O -1.453 2.511 0.830 -0.57
O 0.098 -2.948 3.671 -0.67
N 0.125 -2.517 1.461 0.23
N 0.236 1.284 -0.808 0.23
C -0.226 4.506 -2.587 -0.71
C 0.497 -1.133 1.698 -0.83
C 1.076 0.436 -1.452 0.02
C -1.067 3.204 -0.292 1.03
C 1.264 -0.893 -0.717 0.56
C -0.176 2.568 -1.170 -0.02
C -0.006 -1.743 -0.856 -1.16
C 1.637 -0.725 0.770 -0.98
C 0.054 -2.948 0.076 -0.75
C -0.367 -4.787 2.232 -0.50
C -1.524 4.479 -0.572 -0.60
C -0.028 -3.331 2.523 0.65
C 0.238 3.229 -2.317 -0.51
C -1.102 5.131 -1.720 -0.56
H -0.101 -2.093 -1.884 0.44
H 0.939 -3.550 -0.173 0.36
H -0.895 -1.154 -0.627 0.33
H 1.924 0.306 0.984 0.45
H -1.464 6.126 -1.930 0.38
H -0.292 -5.348 3.163 0.34
H 0.922 2.735 -2.986 0.51
H -0.381 -0.489 1.570 0.29
H 0.275 -5.224 1.468 0.27
H -0.159 0.986 0.074 -0.08
H -2.210 4.961 0.111 0.25
H -0.837 -3.563 -0.073 0.52
H 0.103 5.012 -3.481 0.39
H 0.808 -1.064 2.743 0.47
H 2.499 -1.354 0.998 0.31
H 2.080 -1.403 -1.238 0.52
H -2.055 3.057 1.348 0.31
```

(4)
DFT (ωB97M-V with the def2-TZVPD basis set) results for a structure of composition C14H17CuF6N4O5S2.

The value obtained for the relative energy (zero: lowest compared OMol25 entry of this formula, charge and spin) is 8.4 kcal per mole. The charge is -1. As for the spin multiplicity: 2. The gap between HOMO and LUMO (spin up / spin down) is 0.3006 / 0.2899 Ha.

Structure (XYZ):
```
49
Properties=species:S:1:pos:R:3:mulliken_charge:R:1
Cu 0.726 0.874 0.491 -1.06
S -1.568 1.470 1.588 1.78
S 3.022 1.083 1.403 -0.43
F 3.225 2.697 -1.855 -0.22
F 1.369 3.401 -0.999 -0.23
F 2.034 1.562 -4.675 -0.29
F 1.322 -0.341 -3.914 -0.27
F 1.785 3.743 -3.096 -0.30
F 3.220 0.447 -3.236 -0.23
O 0.511 -1.184 1.117 -0.62
O 1.272 0.653 -1.326 0.93
O -1.157 1.874 0.224 -0.62
O 0.274 -2.350 3.028 -0.79
O -2.433 2.370 2.304 -0.76
N -0.166 1.157 2.246 -0.23
N 2.724 -1.528 -0.113 -0.95
N 4.991 1.292 -0.367 -0.57
N 3.755 -0.640 -0.446 0.13
C 3.947 0.543 0.104 0.56
C -0.234 1.775 -2.872 -1.91
C -4.632 -3.732 1.009 -1.46
C -4.065 -1.621 2.264 -0.77
C 1.898 2.840 -2.094 0.38
C 1.199 1.488 -2.401 1.06
C -2.327 -0.818 0.257 -0.19
C -3.368 -0.429 2.392 -0.52
C -2.496 -0.034 1.389 -0.07
C 0.272 -1.308 2.368 0.81
C 1.951 0.794 -3.561 0.42
C -3.036 -1.999 0.137 -0.81
C -0.021 0.009 3.137 -0.71
C -3.906 -2.422 1.139 1.06
H -1.630 -0.513 -0.511 0.40
H -3.506 0.201 3.261 0.48
H -0.709 0.822 -3.103 0.42
H 4.930 2.259 -0.101 0.29
H -0.883 -0.132 3.792 0.28
H 2.583 -1.488 0.897 0.33
H 1.868 -1.133 -0.508 0.35
H 0.835 0.201 3.787 0.38
H -5.352 -3.866 1.817 0.34
H -3.928 -4.567 1.044 0.30
H -5.169 -3.795 0.060 0.35
H -4.738 -1.935 3.054 0.28
H -0.772 2.239 -2.052 0.37
H -0.273 2.421 -3.751 0.43
H -2.895 -2.618 -0.743 0.37
H 5.266 1.142 -1.329 0.25
H 4.287 -0.905 -1.254 0.29
```

(5)
DFT (ωB97M-V with the def2-TZVPD basis set) results for a structure of composition C14H17IrN5OS2Te.

The value obtained for the relative energy (zero: lowest compared OMol25 entry of this formula, charge and spin) is 69.1 kcal per mole. The charge is +2. As for the spin multiplicity: 2. The gap between HOMO and LUMO (spin up / spin down) is 0.2158 / 0.2010 Ha.

Structure (XYZ):
```
41
Properties=species:S:1:pos:R:3:mulliken_charge:R:1
Ir 0.313 0.581 -0.067 0.90
Te 3.160 -2.269 -0.321 0.53
S 0.819 -1.058 1.355 -0.28
S 2.101 0.082 -1.361 -0.39
O -0.369 2.216 -0.954 -0.94
N -1.795 -1.345 0.792 -1.06
N 1.478 -1.911 -3.049 -0.30
N -1.538 -0.185 0.083 0.18
N -0.869 -3.019 2.048 -0.39
N 0.240 0.043 -3.284 0.06
C -2.611 1.440 -1.393 0.95
C 4.134 -1.627 1.443 -1.05
C -1.536 2.347 -1.566 0.19
C -3.834 1.696 -2.059 -0.83
C 1.192 -0.691 -2.664 0.73
C -2.571 0.295 -0.547 -0.19
C -0.473 -0.453 -4.309 0.08
C -0.213 -1.730 -4.739 -0.68
C -2.909 3.660 -3.056 -0.43
C 4.782 -1.693 -1.559 -1.01
C -3.985 2.777 -2.884 -0.74
C 0.785 -2.430 -4.068 -0.19
C -1.711 3.454 -2.411 -0.18
C -0.773 -1.866 1.367 0.67
H 4.362 -0.565 1.367 0.39
H 4.478 -1.787 -2.598 0.33
H 5.606 -2.375 -1.354 0.39
H 1.044 -3.442 -4.354 0.45
H -0.889 4.149 -2.511 0.49
H -1.775 -3.444 2.162 0.24
H 5.068 -0.671 -1.327 0.40
H 5.058 -2.200 1.509 0.38
H -1.224 0.200 -4.735 0.50
H -0.760 -2.166 -5.561 0.45
H -3.025 4.528 -3.693 0.44
H -4.927 2.961 -3.382 0.46
H 3.491 -1.825 2.293 0.37
H 0.029 0.975 -2.925 0.01
H -3.491 -0.265 -0.405 0.49
H -4.662 1.016 -1.896 0.40
H -0.115 -3.346 2.624 0.19
```

(6)
DFT (ωB97M-V with the def2-TZVPD basis set) results for a structure of composition C14H17MgN3Se at a distorted geometry.

The value obtained for the relative energy (zero: lowest compared OMol25 entry of this formula, charge and spin) is 0.0 kcal per mole. As for the spin multiplicity: 1. The gap between HOMO and LUMO (spin up / spin down) is 0.1766 / 0.2516 Ha.

Structure (XYZ):
```
36
Properties=species:S:1:pos:R:3:mulliken_charge:R:1
Se 6.107 -2.909 0.267 -0.16
Mg 0.270 -0.263 -0.803 0.45
N -0.293 1.511 0.165 -0.13
N 4.249 -0.712 0.773 -0.29
N -1.297 -1.012 0.282 -0.04
C -1.663 -2.294 0.326 0.37
C -2.920 -2.676 0.711 -0.91
C -0.402 3.881 0.398 -0.82
C 2.352 -1.887 -0.300 -0.93
C 0.276 2.718 0.106 0.01
C 0.234 0.052 -2.815 -1.30
C 5.201 -1.575 0.589 0.07
C -1.733 3.838 0.761 -0.49
C -2.354 2.580 0.833 -0.56
C -3.871 -1.716 1.000 -0.45
C 3.040 -0.519 -0.136 -0.52
C -3.518 -0.356 0.921 -0.62
C -2.175 -0.022 0.626 0.49
C -1.604 1.409 0.555 0.38
H 3.028 -2.356 -1.066 0.31
H -4.907 -1.892 1.257 0.42
H 1.311 -2.240 -0.643 0.28
H 2.499 -2.243 0.731 0.32
H 0.437 1.111 -2.988 0.31
H 1.285 2.802 -0.197 0.39
H -4.196 0.520 1.066 0.20
H 1.021 -0.570 -3.255 0.31
H 0.036 4.851 0.359 0.37
H -2.387 4.676 0.978 0.42
H 4.265 -0.280 1.756 0.26
H -0.743 -0.210 -3.212 0.29
H 3.450 -0.328 -1.161 0.31
H -0.951 -3.027 0.041 0.36
H -3.421 2.386 1.058 0.19
H 2.593 0.446 0.206 0.32
H -3.220 -3.695 0.809 0.39
```

no.,E (Ha)
1,-3438.2499
2,-2732.9199
3,-1339.1520
4,-4175.1177
5,-2060.8311
6,-3309.3137